[1]
Computed, not measured: a structure of composition C47H49IrN3O6, with ωB97M-V/def2-TZVPD.

The geometry in XYZ format:
```
106
Properties=species:S:1:pos:R:3:forces:R:3
N -0.827 2.518 -0.253 0.212 0.270 0.291
H -7.006 5.286 -0.209 -0.002 -0.003 0.002
C 3.729 -0.750 -3.015 0.049 -0.006 0.014
C -6.151 3.941 -2.642 -0.001 0.014 0.008
H -5.407 5.801 0.327 -0.006 0.003 -0.003
H 3.007 -2.064 2.266 0.008 0.018 -0.011
C 0.197 -4.706 0.250 -0.001 0.022 -0.020
H -6.247 2.893 -0.169 -0.003 -0.001 -0.001
H -3.544 1.367 2.847 0.000 0.001 0.000
C 0.673 -1.798 1.100 -0.023 -0.021 -0.048
C -3.329 -0.546 3.790 -0.007 0.002 0.007
C 3.919 -1.001 -4.363 -0.014 0.009 0.000
C -2.142 -1.982 -2.718 0.019 0.009 -0.040
H -7.080 3.606 -2.179 -0.004 0.006 -0.001
H 0.615 -5.498 -0.372 0.004 0.005 0.000
H -2.990 5.713 -0.178 0.004 0.000 -0.001
H 4.578 -3.231 -0.704 -0.008 -0.004 -0.004
C 4.536 -0.165 0.720 -0.007 -0.007 0.034
N -0.678 -0.010 -1.464 0.242 -0.293 -0.151
H 0.330 3.383 1.219 0.003 -0.014 -0.010
H -1.260 1.357 1.905 -0.014 -0.027 0.028
H -4.323 -0.542 4.218 0.002 0.000 0.000
O 2.189 -3.332 0.163 -0.008 0.004 0.020
C -0.442 -0.304 -2.758 -0.026 0.128 0.114
H 6.740 -3.313 0.457 -0.003 0.000 0.000
C -1.143 -1.308 -3.398 -0.066 0.006 -0.058
H -2.134 1.824 -1.702 0.022 0.024 -0.061
H -4.660 3.394 0.368 0.000 -0.004 0.006
H 7.518 -1.371 1.783 -0.003 -0.002 0.000
C 0.525 0.579 -3.487 -0.089 0.119 -0.037
C 4.901 -2.383 -0.115 -0.013 -0.002 0.014
C 6.560 -1.338 1.280 0.006 -0.012 -0.005
C 3.789 -1.376 4.123 0.011 0.011 0.001
C 1.531 0.212 4.284 0.030 0.043 -0.025
C -1.283 4.687 0.637 -0.016 -0.012 0.026
H 0.911 -2.196 -0.967 0.001 0.054 0.003
H 4.515 -0.321 -4.959 0.001 -0.006 0.003
C 6.122 -2.428 0.538 0.003 0.008 0.001
O 1.137 1.512 -2.585 0.105 0.218 0.104
C 4.090 -1.253 -0.018 -0.023 0.020 0.023
C -1.190 -1.616 3.493 -0.005 -0.016 0.002
C 1.304 -4.014 1.036 -0.053 -0.009 -0.052
C 2.969 -1.611 -2.219 0.055 -0.068 0.015
Ir 0.688 1.078 -0.494 -0.492 -1.086 -0.598
C 2.479 0.255 5.294 -0.016 0.002 -0.007
H 1.444 -5.517 2.556 0.001 0.011 0.007
C -2.723 3.755 -1.020 -0.022 0.018 0.009
C 0.657 -0.579 2.068 0.207 -0.173 -0.027
C 2.105 -4.964 1.890 -0.022 -0.021 0.014
C 2.454 -2.764 -2.801 -0.066 0.063 -0.024
H 1.913 -3.485 -2.203 0.017 -0.013 -0.009
H -0.993 5.477 1.313 0.011 0.002 -0.009
H -6.426 4.817 1.386 0.004 -0.002 -0.001
C 1.625 -2.074 -0.138 0.068 -0.018 -0.049
H -0.038 1.168 -4.215 0.032 -0.045 -0.049
H -0.521 -2.439 3.700 -0.012 0.010 0.021
H -2.696 -2.773 -3.205 -0.001 0.000 0.002
H -1.852 -0.312 0.209 0.019 -0.028 -0.022
C 5.766 -0.206 1.364 -0.017 0.002 0.007
C 2.842 -1.409 3.108 0.008 -0.046 0.006
H -7.076 5.362 -3.968 0.000 -0.002 0.004
C -0.534 3.529 0.583 -0.019 0.004 0.071
C -2.894 0.517 3.017 0.000 0.005 -0.009
C -1.681 -0.628 -0.813 -0.023 0.059 0.033
C -6.123 4.979 0.351 -0.007 0.000 0.003
H 2.063 1.219 -2.448 0.010 -0.105 -0.066
C -1.911 2.635 -1.028 0.072 0.068 -0.018
C 3.612 -0.544 5.217 0.006 -0.008 0.003
H 4.350 -0.520 6.008 -0.003 -0.003 0.000
C -3.828 3.817 -2.046 0.000 -0.068 0.010
C -5.519 3.707 -0.223 0.002 -0.004 -0.022
H -5.366 5.669 -3.665 0.000 -0.002 -0.001
C 3.361 -2.135 -4.946 -0.001 0.005 0.002
H 3.910 0.711 0.810 0.001 0.002 -0.003
C -2.437 -1.609 -1.415 0.000 0.018 0.058
H -0.901 -1.542 -4.427 -0.018 -0.002 0.003
H 2.635 -5.672 1.254 -0.006 0.000 0.001
C -6.299 5.347 -3.204 0.003 0.000 -0.004
H -5.904 3.246 -3.444 0.002 -0.003 -0.001
H 1.286 0.000 -4.011 0.022 -0.042 0.045
C 2.643 -3.018 -4.157 -0.003 -0.005 -0.002
H 4.197 0.114 -2.556 -0.007 -0.001 0.001
O -3.506 3.830 -3.224 -0.010 -0.063 -0.004
H -6.573 6.061 -2.427 0.004 -0.001 0.002
O 0.859 0.626 1.366 -0.395 0.868 0.249
H 2.824 -4.403 2.485 0.009 -0.001 -0.013
H 4.670 -2.001 4.048 0.004 0.002 0.000
N -5.106 3.839 -1.617 0.015 0.073 0.014
H 6.094 0.647 1.944 0.004 0.001 -0.005
C -0.753 -0.561 2.691 0.003 0.006 0.034
H 2.235 -3.922 -4.591 -0.002 0.002 0.000
H -2.787 -2.432 4.658 0.001 -0.001 -0.004
C -1.611 0.510 2.476 0.009 -0.008 0.073
H 2.329 0.905 6.146 0.004 0.001 -0.003
H -0.325 -1.772 0.656 0.011 -0.017 -0.049
H 0.646 0.831 4.358 -0.014 -0.002 -0.004
C -2.392 4.810 -0.185 -0.035 -0.021 0.066
H 3.510 -2.338 -5.998 0.004 0.000 0.002
O 0.764 -2.992 1.854 0.108 0.018 0.039
H -0.325 -3.996 -0.395 -0.009 -0.007 0.003
H -0.527 -5.141 0.937 0.007 -0.005 0.001
O 2.353 0.166 -0.823 0.206 0.000 -0.067
C -2.466 -1.609 4.033 0.002 0.005 -0.016
H -3.227 -2.080 -0.849 -0.003 -0.009 -0.016
C 2.750 -1.187 -0.751 -0.091 0.069 0.195
C 1.703 -0.619 3.179 0.040 0.015 -0.059
```
Positions in Å, forces in eV/Å.

Summary:
* electronic energy: -2540.2231 a.u.
* highest occupied orbital energy: -10.6 eV
* strongest force on any atom: 1.334 eV/A
* LUMO energy: -3.236 eV
* frontier orbital gap: 0.27152 hartree
* charge: +1

[2]
Computed, not measured: a cluster of 2 separate species, C2H8N2O in total, with ωB97M-V/def2-TZVPD.

The geometry in XYZ format:
```
13
Properties=species:S:1:pos:R:3:forces:R:3
H 2.062 -0.489 -2.725 -0.591 -0.413 0.323
N -1.215 0.754 0.755 0.253 -0.150 0.478
H 0.294 0.110 -2.124 -0.105 -0.763 0.208
C -0.631 -0.556 0.927 0.058 -0.300 0.388
N 0.479 -0.553 1.891 0.065 -0.055 -0.329
H -0.271 -0.994 -0.002 0.137 0.134 -0.326
H -0.778 1.331 0.060 -0.089 0.047 -0.263
O 1.485 1.365 -3.049 -0.115 -0.174 0.040
C 1.257 0.261 -2.614 0.804 1.341 -0.552
H 0.634 0.398 2.195 -0.024 -0.037 0.200
H -1.393 -1.251 1.278 -0.231 0.079 0.038
H -2.216 0.769 0.716 -0.128 0.063 -0.200
H 0.294 -1.144 2.691 -0.033 0.228 -0.006
```
Positions in Å, forces in eV/Å.

Summary:
* electronic energy: -265.6999 a.u.
* highest occupied orbital energy: -9.3 eV
* strongest force on any atom: 1.658 eV/A
* LUMO energy: 0.856 eV
* frontier orbital gap: 0.37158 hartree

[3]
Computed, not measured: a structure of composition C18H16N7O10ReS, with ωB97M-V/def2-TZVPD.

The geometry in XYZ format:
```
53
Properties=species:S:1:pos:R:3:forces:R:3
O 3.125 6.255 0.493 0.019 0.019 -0.007
Re -0.367 -1.220 -0.915 -0.129 0.038 0.122
O -1.019 -3.018 0.034 -0.045 0.008 0.042
O 4.534 0.818 -2.034 -0.007 -0.043 -0.007
O -2.521 1.809 -2.403 -0.040 0.054 -0.031
N 3.616 -2.360 -2.624 0.066 -0.144 -0.006
C 1.506 1.866 0.487 0.060 -0.020 0.007
O 5.492 2.731 -1.808 0.001 0.008 0.004
O -3.268 -3.775 -0.747 0.008 0.018 0.026
H -5.350 -0.174 5.056 -0.001 -0.001 0.001
H -3.809 -0.566 -2.218 0.002 -0.009 0.008
C -4.370 -1.610 3.811 0.012 0.015 0.009
C 1.395 3.196 0.876 -0.011 -0.021 0.013
C 3.508 2.385 -0.693 -0.021 0.007 0.016
H -4.279 -1.264 5.924 -0.002 -0.001 0.003
C -4.385 -2.931 1.786 0.044 0.038 0.040
H 5.930 -2.725 -3.230 -0.004 0.000 -0.002
C -2.578 -1.354 2.206 0.021 0.003 0.003
C -3.124 -0.297 -1.415 -0.015 -0.010 -0.012
H -5.851 -1.840 5.355 -0.003 -0.001 0.002
O 1.311 5.802 1.568 -0.020 0.016 0.022
C -5.002 -1.207 5.110 0.001 0.000 0.001
N 5.497 -2.063 -3.851 0.015 0.024 -0.001
H -1.657 -0.867 1.911 -0.015 -0.009 -0.012
H -5.884 -3.041 3.301 -0.003 0.000 0.001
C 0.436 0.900 0.869 -0.031 -0.026 -0.003
C 2.461 -2.046 -2.213 -0.019 0.346 0.024
O 0.694 -0.370 0.482 0.091 0.027 -0.093
H -3.695 0.103 -0.575 -0.001 0.013 0.004
N 3.637 -0.822 -4.402 -0.016 0.007 -0.040
C -3.175 -1.010 3.400 -0.017 0.003 0.015
N -2.284 -1.410 -1.008 -0.014 -0.024 0.013
H 6.060 -1.605 -4.545 0.003 -0.008 -0.005
N 1.422 -1.760 -1.760 0.038 -0.120 -0.035
O -0.566 1.209 1.453 -0.033 0.000 -0.004
C 2.570 1.452 -0.300 -0.009 0.019 -0.007
C 4.235 -1.722 -3.624 -0.020 -0.068 0.032
C -2.159 0.789 -1.919 0.031 -0.017 0.028
O -0.841 0.480 -1.757 0.062 -0.100 0.006
S -2.507 -2.760 -0.116 0.001 -0.041 -0.107
H 4.187 4.432 -0.626 -0.002 0.000 0.000
N 4.604 1.948 -1.576 0.019 0.020 -0.009
N 2.259 5.504 0.880 -0.002 -0.028 0.000
C 3.444 3.712 -0.317 -0.001 -0.009 -0.001
H -2.707 -0.262 4.027 -0.005 0.000 -0.001
H 2.664 0.422 -0.606 0.008 0.013 0.003
H 2.713 -0.497 -4.174 0.006 0.013 -0.002
C -3.194 -2.319 1.411 -0.041 0.010 0.003
H -4.840 -3.675 1.149 -0.015 -0.026 -0.018
C -4.961 -2.569 2.992 0.011 -0.013 -0.034
H 0.561 3.531 1.478 0.004 0.001 -0.002
C 2.371 4.083 0.471 0.017 0.007 -0.017
H 4.161 -0.285 -5.072 0.001 0.015 0.007
```
Positions in Å, forces in eV/Å.

Summary:
* electronic energy: -2307.3362 a.u.
* highest occupied orbital energy (spin up / spin down): -12.2 / -12.6 eV
* strongest force on any atom: 0.347 eV/A
* LUMO energy (spin up / spin down): -3.783 / -4.314 eV
* spin multiplicity: 4
* frontier orbital gap (spin up / spin down): 0.31005 / 0.30413 hartree
* charge: +1

Question: Among the records above, which one has the lowest electronic energy?
Answer: C47H49IrN3O6